Entry from OMol25: a molecular structure, H8LiO4 (ωB97M-V with the def2-TZVPD basis set).

```
13
H8LiO4 ωB97M-V with the def2-TZVPD basis set
Li 0.1394 0.1755 -0.1183
O -0.6346 -0.4535 1.7207
H -1.5086 -0.8195 2.0177
H 0.0374 -0.9065 2.1517
O 1.3814 1.8915 -0.6143
H 1.6244 2.0765 -1.5813
H 2.2464 1.8495 -0.2243
O -1.8826 0.8665 -0.7173
H -2.1206 0.0325 -1.0063
H -2.7056 1.4205 -0.5993
O 1.1324 -1.6215 -0.4253
H 1.7214 -2.1335 -0.0223
H 0.5694 -2.3775 -0.5813
```

For the HOMO energy, the calculation gives -16.141 eV. Its total charge is +1.

Which charges does natural (NBO) predict for the atoms? In e, they are: atom 1 (Li): 0.93, atom 2 (O): -0.98, atom 3 (H): 0.51, atom 4 (H): 0.49, atom 5 (O): -0.97, atom 6 (H): 0.51, atom 7 (H): 0.49, atom 8 (O): -0.98, atom 9 (H): 0.47, atom 10 (H): 0.52, atom 11 (O): -0.95, atom 12 (H): 0.48, atom 13 (H): 0.49


Entry from OMol25: a molecular structure, H8NaO4 (ωB97M-V with the def2-TZVPD basis set).

```
13
H8NaO4 ωB97M-V with the def2-TZVPD basis set
Na 0.5220 0.2042 0.5687
O 0.5002 -1.6670 2.0063
H 0.7158 -2.5445 1.6905
H 0.3276 -1.7838 2.9405
O -0.4824 2.3388 1.1390
H -0.4976 2.9593 1.8677
H -0.9370 2.7915 0.4287
O 0.6294 1.0392 -2.1887
H 0.4651 1.0486 -3.1316
H 1.5519 0.7966 -2.1083
O -0.8176 -1.3901 -0.9109
H -0.2652 -2.0859 -1.2674
H -1.7123 -1.7070 -1.0345
```

For the HOMO energy, the calculation gives -15.312 eV. Its total charge is +1.

Which charges does natural (NBO) predict for the atoms? In e, they are: atom 1 (Na): 0.98, atom 2 (O): -0.99, atom 3 (H): 0.49, atom 4 (H): 0.50, atom 5 (O): -0.99, atom 6 (H): 0.50, atom 7 (H): 0.50, atom 8 (O): -0.96, atom 9 (H): 0.50, atom 10 (H): 0.47, atom 11 (O): -0.97, atom 12 (H): 0.48, atom 13 (H): 0.50


Entry from OMol25: 4 unconnected molecules or ions with the total composition H8O3S2 (ωB97M-V with the def2-TZVPD basis set).

```
13
H8O3S2 ωB97M-V with the def2-TZVPD basis set
S -1.4815 2.4066 -0.6422
S 0.5408 2.1191 -0.9253
H -1.6021 1.7593 0.5194
H 1.0170 3.0238 -0.0717
H -2.2695 -1.7368 -0.7344
H -1.3415 -0.5843 -1.1667
O -2.2110 -0.9716 -1.3132
H 1.9689 -1.9291 -1.2927
H 2.7427 -1.0416 -0.3782
O 1.8356 -1.3417 -0.5364
H -0.1736 -0.5792 2.8439
H 0.8963 -0.7926 1.7510
O 0.0778 -0.3319 1.9465
```

For the HOMO energy, the calculation gives -9.042 eV. Its total charge is 0. Its SMILES is SS.O.O.O.

Which charges does natural (NBO) predict for the atoms? In e, they are: atom 1 (S): -0.12, atom 2 (S): -0.13, atom 3 (H): 0.14, atom 4 (H): 0.12, atom 5 (H): 0.47, atom 6 (H): 0.48, atom 7 (O): -0.95, atom 8 (H): 0.47, atom 9 (H): 0.47, atom 10 (O): -0.94, atom 11 (H): 0.47, atom 12 (H): 0.48, atom 13 (O): -0.95


Entry from OMol25: 4 unconnected molecules or ions with the total composition H8O3S2 (ωB97M-V with the def2-TZVPD basis set).

```
13
H8O3S2 ωB97M-V with the def2-TZVPD basis set
S -1.5414 1.7183 -0.4849
S -2.9004 0.1533 -0.3588
H -0.6312 1.3348 0.4016
H -3.9733 0.9391 -0.4746
H 0.5214 -0.1934 1.4591
H 1.3497 0.6328 2.3232
O 0.9789 0.6577 1.4328
H 0.1510 -2.6027 0.0150
H 0.7085 -1.2848 -0.2953
O 0.1703 -1.7077 0.4087
H 2.0194 0.2287 -0.7504
H 1.3435 0.3856 -2.1145
O 1.8036 -0.2618 -1.5619
```

For the HOMO energy, the calculation gives -8.482 eV. Its total charge is 0. Its SMILES is SS.O.O.O.

Which charges does natural (NBO) predict for the atoms? In e, they are: atom 1 (S): -0.18, atom 2 (S): -0.13, atom 3 (H): 0.17, atom 4 (H): 0.13, atom 5 (H): 0.50, atom 6 (H): 0.48, atom 7 (O): -0.97, atom 8 (H): 0.48, atom 9 (H): 0.50, atom 10 (O): -0.99, atom 11 (H): 0.49, atom 12 (H): 0.48, atom 13 (O): -0.96


Entry from OMol25: 4 unconnected molecules or ions with the total composition H8O4 (ωB97M-V with the def2-TZVPD basis set).

```
12
H8O4 ωB97M-V with the def2-TZVPD basis set
O 1.2564 -0.9491 -1.0111
H 0.2605 -0.9748 -1.0165
H 1.5429 -1.8665 -0.8713
H 1.6089 0.1726 0.1678
O 1.7586 0.8854 0.8295
H 2.3742 1.5090 0.3999
O -1.4984 -0.8524 -0.9852
H -1.8167 -0.3033 -1.7128
H -1.5438 -0.2818 -0.1709
O -1.5290 0.8744 1.1274
H -1.8275 0.6372 2.0153
H -0.5861 1.1494 1.2279
```

For the HOMO energy, the calculation gives -11.001 eV. Its total charge is 0. Its SMILES is O.O.O.O.

Which charges does natural (NBO) predict for the atoms? In e, they are: atom 1 (O): -0.99, atom 2 (H): 0.51, atom 3 (H): 0.48, atom 4 (H): 0.50, atom 5 (O): -1.01, atom 6 (H): 0.47, atom 7 (O): -0.98, atom 8 (H): 0.48, atom 9 (H): 0.51, atom 10 (O): -0.97, atom 11 (H): 0.49, atom 12 (H): 0.51


Entry from OMol25: 4 unconnected molecules or ions with the total composition H8O4 (ωB97M-V with the def2-TZVPD basis set).

```
12
H8O4 ωB97M-V with the def2-TZVPD basis set
O 0.2736 -0.2344 0.1709
H -0.1405 -0.0442 1.0126
H -0.4303 -0.5982 -0.3662
O 2.7532 -0.7758 -0.6405
H 2.6487 -1.7259 -0.6918
H 1.9621 -0.4710 -0.1961
O -0.6192 1.6603 3.1296
H -0.8378 1.3104 3.9934
H -1.2913 2.3208 2.9611
O -1.1951 -0.7624 -3.0082
H -0.9716 0.1075 -3.3393
H -2.1518 -0.7873 -3.0255
```

For the HOMO energy, the calculation gives -10.276 eV. Its total charge is 0. Its SMILES is O.O.O.O.

Which charges does natural (NBO) predict for the atoms? In e, they are: atom 1 (O): -0.96, atom 2 (H): 0.49, atom 3 (H): 0.49, atom 4 (O): -0.97, atom 5 (H): 0.46, atom 6 (H): 0.49, atom 7 (O): -0.94, atom 8 (H): 0.47, atom 9 (H): 0.47, atom 10 (O): -0.94, atom 11 (H): 0.47, atom 12 (H): 0.47


Entry from OMol25: 4 unconnected molecules or ions with the total composition H8O4 (ωB97M-V with the def2-TZVPD basis set).

```
12
H8O4 ωB97M-V with the def2-TZVPD basis set
O -0.8700 -0.5024 1.4859
H -1.4378 -0.6304 0.6614
H -1.0507 0.3085 1.9616
O 1.0671 -0.2922 -1.6195
H 1.4207 -0.5271 -0.7762
H 1.1796 0.6354 -1.6291
O 1.2673 0.3996 1.1494
H 1.6712 -0.0382 1.9060
H 0.3277 0.2653 1.1958
O -1.3106 0.0336 -1.0649
H -1.7511 0.5435 -1.7071
H -0.5134 -0.1957 -1.5632
```

For the HOMO energy, the calculation gives -10.828 eV. Its total charge is 0. Its SMILES is O.O.O.O.

Which charges does natural (NBO) predict for the atoms? In e, they are: atom 1 (O): -0.95, atom 2 (H): 0.53, atom 3 (H): 0.48, atom 4 (O): -0.94, atom 5 (H): 0.51, atom 6 (H): 0.48, atom 7 (O): -1.01, atom 8 (H): 0.47, atom 9 (H): 0.47, atom 10 (O): -0.99, atom 11 (H): 0.47, atom 12 (H): 0.49


Entry from OMol25: 4 unconnected molecules or ions with the total composition H8O4 (ωB97M-V with the def2-TZVPD basis set).

```
12
H8O4 ωB97M-V with the def2-TZVPD basis set
O -1.4415 6.3735 24.5740
H -1.7606 7.2759 24.5821
H -1.8653 5.9759 23.8134
O -3.1037 3.2796 27.1075
H -2.8084 4.0388 26.6048
H -3.4609 2.6814 26.4511
O -5.4034 2.9215 32.3417
H -4.6916 2.5809 31.7999
H -5.0632 2.8850 33.2356
O -0.5914 1.0150 30.4908
H -0.8171 1.1803 29.5754
H -0.7719 0.0836 30.6180
```

For the HOMO energy, the calculation gives -11.370 eV. Its total charge is 0. Its SMILES is O.O.O.O.

Which charges does natural (NBO) predict for the atoms? In e, they are: atom 1 (O): -0.94, atom 2 (H): 0.47, atom 3 (H): 0.47, atom 4 (O): -0.94, atom 5 (H): 0.47, atom 6 (H): 0.46, atom 7 (O): -0.94, atom 8 (H): 0.47, atom 9 (H): 0.47, atom 10 (O): -0.94, atom 11 (H): 0.47, atom 12 (H): 0.47


Energy relative to the best compared isomer or geometry (same formula, charge and spin) values (in kJ/mol) by entry order: 118.9; 37.7; 42.2; 16.7; 20.3; 85.2; 126.9; 108.7.
F_max values (in Eh/bohr) by entry order: 0.12807; 0.01361; 0.01342; 0.03085; 0.01830; 0.01821; 0.06827; 0.00669.
Frontier orbital gap values (in Ha) by entry order: 0.4616; 0.4324; 0.3421; 0.3281; 0.4338; 0.3966; 0.4272; 0.4393.